(1)
13
Properties=species:S:1:pos:R:3:forces:R:3:lowdin_charge:R:1 method="wB97M-V/def2-TZVPD" relative_energy_ev=7.192 homo_lumo_gap_ev="7.7 / 7.7" lumo_energy_ev="-0.964 / -0.964"
C -0.90064 -0.36766 -1.27733 0.033 0.044 -0.007 -0.2792
C 0.84856 -1.80573 1.55575 -0.155 1.185 1.500 -1.1970
C 0.47306 1.39446 -0.89467 0.757 2.206 -1.660 -0.0554
C -0.85593 0.89311 -0.47364 0.559 -3.472 1.303 -0.6036
O -1.20912 0.90897 0.87191 0.089 -0.307 1.393 -0.0253
Cl -0.31084 -1.69766 -0.44202 -0.623 -0.731 -0.842 0.7464
Cl 2.25490 -2.48718 0.87663 0.330 -0.736 0.013 0.4998
Cl -0.11965 -2.94356 2.48489 0.426 -0.212 -0.450 0.4502
H 1.30783 0.93420 -0.43509 0.642 -0.323 1.157 0.0703
H 0.47020 2.52223 -0.80643 0.351 -1.292 -0.032 0.1213
H 0.65167 1.13109 -1.96173 -0.330 0.489 0.334 0.0962
H -1.59581 1.39684 -0.92835 -2.491 2.541 -1.653 0.0951
H -1.01421 0.12088 1.43007 0.409 0.606 -1.056 0.0813

---

(2)
14
Properties=species:S:1:pos:R:3:forces:R:3:lowdin_charge:R:1 method="wB97M-V/def2-TZVPD" relative_energy_ev=2.373 homo_lumo_gap_ev="8.0 / 9.0" lumo_energy_ev="-0.287 / 0.151"
C -2.98521 0.16304 -0.20970 -0.121 0.077 -0.052 -0.1025
C 1.57388 -0.88816 0.27109 0.613 -0.704 0.553 -0.2200
C 2.86484 -0.18298 0.02053 0.371 -0.123 -0.666 -0.4049
C -1.85387 1.11821 -0.27509 0.265 0.020 -0.003 -0.6905
F 1.39813 -1.99700 -0.47992 0.055 0.241 -0.089 -0.0068
F 2.71925 0.91301 -0.78590 -0.151 0.038 -0.177 0.0158
F 3.38202 0.28465 1.17769 -0.003 -0.011 0.465 0.0582
F -1.90394 2.11767 0.62136 0.014 -0.166 -0.129 -0.0105
Cl -0.25203 0.55378 -0.56938 -0.667 0.566 -0.125 0.8491
H -2.70903 -0.77766 -0.67702 -0.023 -0.010 -0.009 0.0718
H -3.83629 0.58353 -0.74930 -0.050 -0.028 0.029 0.0817
H -3.30235 -0.01064 0.82147 0.075 -0.045 0.048 0.0846
H 1.29199 -1.04865 1.30442 -0.110 0.110 -0.008 0.1123
H 3.61261 -0.82879 -0.47025 -0.267 0.034 0.163 0.1619